1.
Density functional theory data (the ωB97M-V functional and the def2-TZVPD basis) for 13 unconnected molecules or ions with the total composition C4H35N2O13S in a non-equilibrium geometry.

```
55
Properties=species:S:1:pos:R:3
N 0.687 -1.132 0.255
C -0.105 -0.245 -0.677
C 0.050 -0.583 -2.165
S -1.070 -1.980 -2.496
C 0.206 1.233 -0.377
N -0.811 2.015 0.022
C -1.854 1.502 0.949
O 1.335 1.712 -0.540
H 0.972 -2.001 -0.205
H 0.119 -1.303 1.105
H 1.590 -0.665 0.356
H -1.124 -0.428 -0.363
H 1.052 -0.985 -2.313
H -0.355 0.222 -2.769
H -0.310 -3.032 -2.108
H -0.473 2.924 0.383
H -2.494 0.713 0.578
H -2.544 2.345 1.040
H -3.805 -1.521 1.809
H -1.109 5.793 -1.357
H 0.442 5.811 -1.184
O -0.393 5.784 -0.732
H -4.083 -1.288 3.339
H -1.407 1.367 1.931
O -3.623 -0.944 2.568
H 0.862 -4.093 0.417
H 0.524 -5.053 -0.679
O 0.448 -4.111 -0.481
H -0.679 4.945 0.790
H -0.524 4.627 2.339
O -0.807 4.280 1.496
H -1.897 -1.242 2.368
H -0.700 -0.891 3.264
O -0.963 -1.495 2.561
H -2.755 -3.630 -0.138
H -1.831 -3.774 1.103
O -2.603 -3.323 0.757
H 2.733 0.600 -0.750
H 3.928 -0.218 -1.205
O 3.186 -0.255 -0.591
H 0.598 -3.917 2.532
H 2.104 -3.615 2.387
O 1.277 -3.538 1.978
H 3.793 2.859 -1.563
H 4.555 2.482 -2.858
O 4.133 2.115 -2.076
H 4.205 -2.178 1.508
H 3.674 -0.867 0.989
O 3.736 -1.410 1.802
H 1.972 3.451 -0.609
H 2.630 4.917 -0.055
O 2.434 4.289 -0.744
H -4.916 -1.620 -1.471
H -5.289 -0.695 -0.447
O -4.692 -1.452 -0.556
```

Output
Relative energy (zero: lowest compared OMol25 entry of this formula, charge and spin)   5.92 kcal per mole
Net charge   +1
Kohn-Sham gap   0.351 Eh

=====

2.
Density functional theory data (the ωB97M-V functional and the def2-TZVPD basis) for 13 unconnected molecules or ions with the total composition C4H36N2O12 in a non-equilibrium geometry.

```
54
Properties=species:S:1:pos:R:3
C -0.803 1.879 0.326
C 0.002 0.843 -0.465
C 0.325 -0.465 0.415
C 2.042 -1.413 1.877
N 1.582 -0.243 1.234
N -2.247 1.770 0.165
H -0.427 2.006 1.394
H -0.471 2.822 -0.231
H 0.964 1.254 -0.830
H -0.611 0.487 -1.347
H -0.487 -0.874 1.046
H 0.655 -1.336 -0.227
H 2.418 -2.165 1.126
H 1.343 -2.062 2.524
H 2.872 -1.121 2.527
H 1.222 0.432 1.960
H -2.658 0.946 0.723
H -2.752 2.643 0.421
H -1.377 -1.284 -2.951
H -2.712 -1.359 -2.210
O -1.950 -1.960 -2.527
H -1.150 0.576 2.602
H -0.039 0.508 3.713
O -0.549 1.108 3.173
H 4.471 1.418 0.073
H 3.519 0.192 0.028
O 4.457 0.438 -0.114
H -0.498 -0.039 -4.848
H -1.025 0.953 -3.950
O -0.726 0.035 -3.918
H 0.692 -2.127 -2.946
H 2.058 -2.308 -2.403
O 1.157 -2.584 -2.216
H -3.205 0.345 2.902
H -3.084 -0.980 2.129
O -2.673 -0.042 2.223
H 0.629 2.693 2.971
H 0.535 4.030 2.475
O 1.151 3.369 2.535
H -2.897 0.940 -1.760
H -4.275 0.311 -2.310
O -3.297 0.405 -2.510
H 1.878 2.587 0.944
H 2.929 3.588 0.734
O 2.718 2.651 0.391
H 3.996 -0.373 -1.609
H 4.142 -1.454 -2.681
O 3.703 -0.628 -2.457
H -0.114 -3.008 -0.124
H -1.227 -2.417 -1.050
O -1.053 -2.836 -0.193
H -3.552 -3.264 1.313
H -2.392 -2.511 0.689
O -3.209 -2.379 1.243
```

Output
Relative energy (zero: lowest compared OMol25 entry of this formula, charge and spin)   17.74 kcal per mole
Kohn-Sham gap   0.337 Eh

=====

3.
Density functional theory data (the ωB97M-V functional and the def2-TZVPD basis) for 14 unconnected molecules or ions with the total composition C4H36N2O14S in a non-equilibrium geometry.

```
57
Properties=species:S:1:pos:R:3
N -0.672 1.026 1.654
C -0.714 -0.162 0.774
C -1.909 0.035 -0.238
S -3.421 -0.244 0.753
C 0.567 -0.088 -0.055
N 1.832 -0.391 0.338
C 2.317 -0.921 1.597
O 0.601 0.089 -1.228
H -0.883 1.940 1.251
H -1.221 0.963 2.528
H -0.864 -1.038 1.521
H -2.104 1.048 -0.634
H -1.823 -0.561 -1.164
H -3.678 -1.555 0.635
H 2.451 -0.523 -0.441
H 1.603 -0.777 2.499
H 3.307 -0.606 1.969
H 2.479 -2.016 1.377
H -2.693 -1.748 -3.231
H -3.253 -2.491 -2.025
O -3.508 -2.228 -2.935
H 1.178 -2.904 2.663
H 0.366 -2.881 1.313
O 0.386 -3.059 2.182
H -0.670 -0.874 -2.824
H -0.124 -2.097 -3.452
O -0.710 -1.813 -2.761
H -1.200 -0.639 3.953
H -0.408 -1.767 3.192
O -0.246 -1.108 3.943
H -1.549 3.787 0.903
H -2.673 3.018 1.742
O -2.015 3.730 1.718
H 1.114 -3.569 -0.669
H 0.910 -2.274 -1.122
O 0.448 -2.925 -0.578
H 2.970 -1.327 -3.389
H 2.193 -0.264 -2.424
O 2.701 -1.103 -2.499
H -0.945 1.241 -4.118
H 0.049 1.234 -2.945
O -0.303 0.665 -3.611
H 4.425 1.875 -1.159
H 3.918 1.713 0.097
O 4.083 1.185 -0.623
H -1.190 -3.188 -0.768
H -2.001 -4.439 -1.184
O -2.096 -3.507 -0.991
H -0.560 3.714 2.870
H 0.788 2.942 3.155
O 0.417 3.760 2.846
H 1.291 2.587 0.121
H 1.636 3.298 1.271
O 1.634 3.398 0.398
H -1.319 4.338 -1.156
H -0.034 3.909 -0.348
O -0.880 3.594 -0.687
```

Output
Relative energy (zero: lowest compared OMol25 entry of this formula, charge and spin)   124.21 kcal per mole
Kohn-Sham gap   0.333 Eh

=====

4.
Density functional theory data (the ωB97M-V functional and the def2-TZVPD basis) for 14 unconnected molecules or ions with the total composition C4H36N2O15 in a non-equilibrium geometry.

```
57
Properties=species:S:1:pos:R:3
N -0.162 -1.541 0.587
C -0.748 -0.250 0.968
C 0.126 0.936 0.604
C -0.498 2.265 1.036
O -1.609 2.509 0.147
C -1.013 -0.403 2.459
N -2.017 -1.211 2.835
O -0.308 0.175 3.284
H 0.000 -1.736 -0.389
H 0.686 -1.818 1.067
H -1.701 -0.279 0.454
H 1.087 0.742 1.069
H 0.201 1.030 -0.465
H 0.197 3.061 0.857
H -0.886 2.305 2.040
H -1.778 1.723 -0.378
H -2.463 -1.826 2.163
H -2.079 -1.477 3.806
H 2.863 -1.399 0.640
H 3.062 -2.707 1.175
O 2.519 -2.337 0.465
H 0.870 -2.264 -2.543
H 1.676 -3.313 -3.037
O 0.734 -3.173 -2.877
H 1.705 1.718 -2.432
H 2.964 1.436 -3.263
O 2.620 1.385 -2.370
H 0.624 3.704 -2.874
H -0.400 2.559 -3.291
O 0.533 2.826 -3.244
H -2.304 -2.394 -3.409
H -0.755 -2.210 -3.637
O -1.616 -1.739 -3.620
H -2.670 0.216 -3.128
H -2.926 0.350 -1.623
O -2.522 0.816 -2.374
H 3.343 2.264 -0.885
H 4.601 1.817 -0.302
O 3.779 2.237 -0.003
H -4.660 1.689 -0.447
H -3.394 1.926 0.337
O -4.007 1.208 0.058
H 1.399 0.458 3.191
H 2.260 0.129 4.397
O 2.342 0.397 3.470
H -1.937 -4.237 1.423
H -1.588 -2.946 0.672
O -2.343 -3.467 1.008
H 3.466 0.688 0.813
H 3.441 -0.125 2.097
O 3.800 -0.155 1.175
H 2.660 -1.738 -1.337
H 2.537 -0.402 -2.258
O 2.604 -1.381 -2.251
H -4.078 0.574 3.025
H -4.092 1.851 2.102
O -4.147 1.533 3.014
```

Output
Relative energy (zero: lowest compared OMol25 entry of this formula, charge and spin)   53.45 kcal per mole
Kohn-Sham gap   0.362 Eh

=====

5.
Density functional theory data (the ωB97M-V functional and the def2-TZVPD basis) for 13 unconnected molecules or ions with the total composition C4H36N3O12 in a non-equilibrium geometry.

```
55
Properties=species:S:1:pos:R:3
C 1.464 0.022 -1.018
C 1.218 -0.517 0.426
C -0.198 -0.852 0.642
C -1.055 -0.067 1.376
N -2.357 -0.346 1.696
N -0.613 -2.144 0.106
N 2.849 0.548 -1.091
H 0.768 0.868 -1.316
H 1.249 -0.774 -1.829
H 1.553 0.295 1.171
H 1.895 -1.334 0.665
H -0.655 0.856 1.819
H -2.891 -1.009 1.119
H -2.954 0.375 2.123
H -0.075 -2.403 -0.728
H -1.632 -2.152 -0.148
H -0.417 -2.873 0.789
H 3.560 -0.116 -0.817
H 3.084 0.891 -2.051
H 3.143 3.374 0.638
H 2.728 1.957 0.047
O 2.361 2.792 0.497
H -3.924 -1.350 -1.418
H -3.102 -0.189 -0.830
O -3.075 -1.113 -1.046
H 3.315 -3.363 -0.813
H 1.877 -3.214 -1.356
O 2.409 -3.383 -0.556
H 0.418 4.257 -1.506
H 1.045 3.179 -0.605
O 0.269 3.476 -1.034
H 1.124 -0.354 4.347
H 0.938 -0.912 2.991
O 1.159 -0.097 3.430
H -0.971 -0.066 -2.861
H -1.905 -1.160 -2.310
O -1.111 -1.009 -2.880
H -1.942 1.551 -1.553
H -0.612 2.275 -1.938
O -1.244 1.577 -2.230
H -0.786 2.808 1.681
H -0.922 3.401 0.292
O -1.458 3.052 0.977
H -3.704 2.050 -0.647
H -2.512 2.030 0.269
O -3.105 1.457 -0.273
H 0.588 -3.617 -3.232
H 0.096 -2.195 -2.795
O 0.633 -2.933 -2.539
H 1.392 2.473 1.900
H 0.850 1.562 2.998
O 0.634 2.359 2.503
H 1.278 -4.139 2.246
H 1.715 -3.382 0.986
O 1.112 -3.369 1.791
```

Output
Relative energy (zero: lowest compared OMol25 entry of this formula, charge and spin)   9.37 kcal per mole
Net charge   +1
Kohn-Sham gap   0.327 Eh

=====

6.
Density functional theory data (the ωB97M-V functional and the def2-TZVPD basis) for 14 unconnected molecules or ions with the total composition C4H37NO13 in a non-equilibrium geometry.

```
55
Properties=species:S:1:pos:R:3
C 2.414 -1.661 2.373
C 1.340 -1.488 3.568
C 0.203 -0.491 3.217
N -0.755 -1.070 2.252
C -0.256 -1.020 0.834
H 3.315 -1.872 2.879
H 2.244 -2.601 1.775
H 2.522 -0.655 1.823
H 0.830 -2.310 4.045
H 1.884 -1.127 4.418
H -0.382 -0.075 4.168
H 0.720 0.355 2.860
H -0.860 -2.073 2.376
H 0.163 -0.045 0.555
H 0.570 -1.786 0.584
H -1.170 -1.290 0.310
H -3.057 -1.180 1.469
H -3.903 -2.459 1.917
O -3.994 -1.567 1.535
H 3.410 -0.436 -2.990
H 1.949 -0.722 -3.146
O 2.767 -1.126 -3.253
H 0.083 3.244 -2.922
H -0.537 2.195 -3.833
O -0.592 3.177 -3.625
H -3.347 2.199 2.241
H -3.757 0.851 2.651
O -3.155 1.570 2.864
H -2.060 0.612 -2.332
H -2.071 -0.653 -1.304
O -1.655 -0.175 -2.008
H 1.803 -3.090 -2.471
H 1.002 -2.935 -3.801
O 1.422 -3.572 -3.156
H 0.391 -0.979 -4.053
H -0.430 0.001 -3.221
O 0.103 -0.033 -4.134
H 1.042 2.512 -0.342
H 0.483 1.569 -1.134
O 0.764 2.378 -1.302
H -0.825 -3.849 -1.840
H -2.000 -3.092 -0.962
O -1.128 -3.500 -0.964
H -0.550 2.201 3.628
H -0.774 1.703 2.218
O -0.661 2.499 2.682
H 2.234 3.469 1.386
H 1.038 3.028 2.049
O 1.579 2.764 1.294
H -3.425 2.865 -2.249
H -1.982 3.089 -2.542
O -2.660 2.422 -2.227
H 2.651 1.846 -1.857
H 3.531 1.047 -0.725
O 3.527 1.335 -1.579
```

Output
Relative energy (zero: lowest compared OMol25 entry of this formula, charge and spin)   105.67 kcal per mole
Kohn-Sham gap   0.352 Eh

=====

7.
Density functional theory data (the ωB97M-V functional and the def2-TZVPD basis) for 14 unconnected molecules or ions with the total composition C4H38NO14 in a non-equilibrium geometry.

```
57
Properties=species:S:1:pos:R:3
O 0.698 -0.283 0.147
C 0.757 -1.622 -0.486
C -0.565 -2.164 -1.053
N -1.665 -1.620 -0.069
C -2.407 -2.654 0.697
C -3.076 -2.189 1.978
H -0.026 0.221 -0.339
H 1.451 -1.512 -1.395
H 0.962 -2.121 0.481
H -0.973 -1.934 -2.039
H -0.549 -3.248 -0.814
H -2.368 -1.010 -0.562
H -1.211 -0.944 0.560
H -3.182 -3.048 0.020
H -1.829 -3.562 0.851
H -2.870 -2.989 2.731
H -2.998 -1.219 2.451
H -4.126 -2.320 1.786
H 2.642 2.042 -2.375
H 1.467 1.093 -1.733
O 1.709 1.805 -2.321
H -0.920 2.487 1.843
H 0.037 3.201 0.803
O -0.314 2.326 1.103
H 3.763 -0.398 -3.901
H 3.287 -1.815 -3.095
O 3.126 -0.919 -3.409
H 1.809 4.599 -0.870
H 1.134 3.267 -1.306
O 1.259 3.870 -0.555
H -1.383 1.475 0.083
H -1.653 1.735 -1.337
O -1.930 1.103 -0.660
H 4.571 0.998 1.091
H 3.307 0.800 0.471
O 4.222 0.952 0.184
H -0.653 4.256 -2.328
H -0.782 3.486 -3.550
O -1.161 3.499 -2.659
H -4.815 -0.569 -1.696
H -3.828 0.284 -0.955
O -4.226 -0.600 -0.927
H 1.362 -0.598 2.523
H 1.094 -1.954 3.316
O 1.110 -1.546 2.445
H -2.630 0.780 3.901
H -2.693 2.225 4.137
O -2.155 1.583 3.647
H 1.163 -0.041 -3.142
H -0.213 0.432 -3.555
O 0.224 -0.102 -2.878
H 0.803 0.930 4.255
H 2.249 0.832 4.358
O 1.561 0.727 3.683
H 4.447 -3.171 0.171
H 3.461 -1.951 0.184
O 3.524 -2.907 0.112
```

Output
Relative energy (zero: lowest compared OMol25 entry of this formula, charge and spin)   0.00 kcal per mole
Net charge   +2
2S+1   2
<S²>   0.7558
Kohn-Sham gap (alpha / beta)   0.418 / 0.155 Eh

=====

8.
Density functional theory data (the ωB97M-V functional and the def2-TZVPD basis) for 16 unconnected molecules or ions with the total composition C4H39NO15 in a non-equilibrium geometry.

```
59
Properties=species:S:1:pos:R:3
N 0.674 0.466 -0.980
C 0.370 0.731 -2.430
C -2.521 -1.377 -3.767
C -1.494 -0.215 -3.814
C -0.607 -0.306 -2.846
H 0.728 -0.522 -0.771
H 1.543 1.016 -0.790
H 1.275 0.704 -3.129
H -0.030 1.794 -2.400
H -2.579 -1.932 -4.678
H -2.219 -2.037 -2.973
H -3.460 -0.954 -3.603
H -1.563 0.565 -4.610
H -0.686 -1.181 -2.137
H 2.493 3.692 -3.194
H 3.309 3.254 -2.149
O 3.370 3.931 -2.826
H -2.751 1.259 0.786
H -2.790 2.488 -0.110
O -3.349 1.859 0.352
H 2.356 -1.577 2.194
H 1.439 -1.076 3.272
O 2.407 -1.334 3.112
H -1.317 -3.949 -0.123
H -0.894 -2.735 -0.944
O -0.578 -3.482 -0.468
H -5.147 -1.680 0.714
H -4.661 -2.277 1.886
O -4.845 -2.554 0.978
H -2.072 -3.091 3.090
H -3.487 -3.231 3.645
O -2.763 -2.641 3.472
H 3.681 -0.688 2.406
H 5.013 -0.898 1.666
O 4.508 -0.150 2.022
H 0.827 4.528 -1.590
H -0.711 4.629 -1.604
O 0.069 4.091 -1.228
H 3.612 3.101 1.489
H 4.569 3.205 0.235
O 4.166 3.654 0.963
H -0.681 -0.111 3.329
H -0.536 -1.113 4.547
O -0.014 -0.673 3.780
H -1.761 -0.760 1.502
H -0.759 0.419 1.126
O -1.486 0.177 1.714
H 3.958 0.376 -0.815
H 3.615 1.173 0.424
O 3.342 1.041 -0.513
H -3.234 -2.111 0.654
H -2.615 -1.230 -0.408
O -2.362 -1.889 0.243
H 0.409 3.029 0.807
H 0.947 2.132 1.893
O 1.216 2.624 1.131
H 1.935 -2.446 0.070
H 0.614 -2.929 0.524
O 1.530 -2.790 0.875
```

Output
Relative energy (zero: lowest compared OMol25 entry of this formula, charge and spin)   101.83 kcal per mole
Kohn-Sham gap   0.322 Eh